This record from OMol25 describes C4H6O2Tb as an isolated structure in a non-equilibrium geometry. The level of theory is ωB97M-V/def2-TZVPD.

```
13
Properties=species:S:1:pos:R:3:forces:R:3
H -2.597119 -0.791848 -3.787308 -0.16 0.08 -0.09
O -1.643908 -2.581414 -1.845232 -0.53 0.81 -0.31
C -1.367381 -1.234311 -1.922489 2.28 -0.67 1.30
C -1.368102 -0.402747 -0.851000 -0.50 -0.19 -0.93
C -0.725022 0.954646 -1.049110 -0.04 0.37 -0.32
C -0.684989 1.797458 0.169292 0.34 0.46 -0.84
O -1.173339 1.452303 1.248608 0.68 1.45 -0.03
Tb -2.064155 -0.502504 1.376379 -1.21 -2.01 1.11
H -2.115434 -2.750481 -1.021092 -0.03 -0.12 -0.12
H -0.683805 -1.075747 -2.768303 -0.73 0.08 -0.13
H -1.242822 1.585078 -1.806991 0.18 -0.07 0.23
H 0.319329 0.928285 -1.421415 -0.19 0.01 0.07
H -0.208049 2.790334 0.101294 -0.08 -0.20 0.08
```
Forces are in eV/Å.

Properties
- Molar mass: 245.02 g mol⁻¹
- Lowest unoccupied orbital energy (spin up / spin down): -4.828 / -3.970 eV
- HOMO-LUMO gap (spin up / spin down): 7.0 / 7.7 eV
- Energy: -30761.755 eV
- Highest occupied orbital energy (spin up / spin down): -11.842 / -11.639 eV
- Charge: +1
- Energy relative to the best compared isomer or geometry (same formula, charge and spin): 54.9 kcal/mol
- 2S+1: 7

This record from OMol25 describes C4H8N4 as an isolated structure in a non-equilibrium geometry. The level of theory is ωB97M-V/def2-TZVPD.

```
16
Properties=species:S:1:pos:R:3:forces:R:3
C 3.445255 0.485003 -0.080717 0.06 1.63 0.30
C 0.815756 -0.092183 0.203427 1.67 0.99 0.33
C -0.408452 -0.588496 0.045596 -3.20 0.37 0.02
C -4.075992 -0.156682 -0.148502 1.93 -0.39 1.03
H 2.440969 1.349689 -0.535176 3.80 -2.71 1.07
H 4.524932 0.538889 -0.757655 -3.23 0.35 2.44
H 3.509358 0.669529 1.189666 0.34 -0.05 -3.84
H 1.074827 1.033230 0.495286 -0.88 -2.87 -0.80
H -0.577966 -1.667582 0.011288 0.27 0.34 -0.36
H -1.793989 1.096923 0.106772 0.63 -0.66 -0.35
H -4.443214 0.963076 -0.431901 1.23 -2.67 0.68
H -4.858040 -0.962240 0.148861 1.30 1.75 -0.87
N 3.052026 -0.940411 -0.163921 -3.04 0.90 0.01
N 1.804501 -1.192084 -0.035362 1.51 1.83 0.44
N -1.673320 0.095125 -0.102832 0.18 0.39 0.63
N -2.836652 -0.631779 0.055171 -2.57 0.79 -0.74
```
Forces are in eV/Å.

Properties
- Molar mass: 112.14 g mol⁻¹
- Lowest unoccupied orbital energy: 0.284 eV
- HOMO-LUMO gap: 8.8 eV
- Energy: -10231.228 eV
- Highest occupied orbital energy: -8.544 eV
- Charge: 0
- Energy relative to the best compared isomer or geometry (same formula, charge and spin): 161.7 kcal/mol

This record from OMol25 describes the molecule C19H24N4O2 in a non-equilibrium geometry. The level of theory is ωB97M-V/def2-TZVPD.

```
49
Properties=species:S:1:pos:R:3:forces:R:3
C 2.484470 5.458348 -0.912687 -0.05 0.03 -0.02
O 3.201710 4.515251 -0.158766 0.16 -0.08 -0.09
C 2.595242 4.151359 1.061612 -0.27 -0.01 0.17
C 1.427410 3.161358 0.947752 0.36 0.16 0.00
N 1.893859 1.793080 0.844801 -0.13 0.00 -0.01
C 0.836357 0.827607 1.078941 0.09 -0.27 0.08
C 1.425731 -0.589547 1.096771 -0.21 0.11 0.13
N 2.161226 -0.927118 -0.104585 0.14 -0.01 -0.11
C 1.323169 -1.316069 -1.230378 -0.07 -0.07 0.15
C 0.838858 -2.713723 -1.020367 -0.59 -0.06 0.04
C 1.639896 -3.863281 -1.121074 -0.42 0.04 0.08
N 0.958298 -4.958932 -0.851166 0.39 -0.67 -0.05
N -0.270267 -4.555325 -0.571150 -0.29 0.37 0.07
C -0.412370 -3.204320 -0.651339 0.62 -0.28 -0.21
C -1.688216 -2.605015 -0.377865 -0.37 1.11 -0.02
C -2.131553 -1.313721 -0.391589 0.44 -0.66 -0.04
C -3.507174 -1.352493 -0.025960 -0.36 -0.64 0.16
C -4.510384 -0.399704 0.142438 0.12 -0.11 -0.02
C -5.763601 -0.834597 0.514023 -0.13 0.10 0.03
C -6.034369 -2.188623 0.719527 -0.02 -0.02 0.01
C -5.057817 -3.152570 0.560264 0.28 -0.22 -0.05
C -3.798507 -2.715121 0.186933 -0.49 1.02 0.02
O -2.694932 -3.468409 -0.027067 0.27 -0.35 -0.03
C 3.138225 0.105798 -0.381265 -0.04 0.26 -0.13
C 2.538002 1.513197 -0.427415 0.36 -0.23 0.02
H 3.109135 5.704328 -1.769367 -0.08 0.06 -0.02
H 2.292549 6.367216 -0.328152 0.00 -0.01 -0.03
H 1.526937 5.063939 -1.271229 0.02 0.03 -0.01
H 2.248467 5.056761 1.581093 0.05 -0.04 -0.02
H 3.386291 3.682960 1.651785 -0.12 0.05 0.06
H 0.778216 3.442008 0.097854 -0.04 -0.01 0.08
H 0.832743 3.239157 1.861951 -0.02 0.03 -0.05
H 0.375416 1.034700 2.047882 -0.05 -0.01 -0.04
H 0.046942 0.902652 0.307048 0.00 0.04 0.02
H 0.629278 -1.321622 1.244073 0.02 -0.03 0.07
H 2.125364 -0.658166 1.934780 -0.11 0.00 0.07
H 1.950009 -1.301444 -2.126659 -0.09 0.09 0.02
H 0.472527 -0.641421 -1.403177 0.10 0.02 -0.10
H 2.678080 -3.914512 -1.378529 0.26 -0.05 -0.05
H -0.993037 -5.215320 -0.331089 0.15 0.04 -0.03
H -1.564293 -0.439554 -0.630083 0.22 0.15 -0.08
H -4.304095 0.647775 -0.015722 0.00 0.11 -0.01
H -6.558435 -0.116483 0.650630 -0.06 0.06 0.01
H -7.029981 -2.488152 1.009488 -0.07 -0.04 0.02
H -5.259467 -4.200059 0.717403 -0.05 -0.12 0.02
H 3.643341 -0.119619 -1.322410 0.03 -0.01 0.02
H 3.875284 0.072985 0.426562 0.06 0.08 -0.07
H 3.327823 2.246163 -0.589161 -0.06 -0.05 -0.10
H 1.817644 1.588277 -1.265363 0.02 0.07 0.02
```
Forces are in eV/Å.

Properties
- Molar mass: 340.43 g mol⁻¹
- Lowest unoccupied orbital energy: 0.521 eV
- HOMO-LUMO gap: 8.5 eV
- Energy: -30146.545 eV
- Highest occupied orbital energy: -7.962 eV
- Charge: 0
- SMILES: COCCN1CCN(Cc2cn[nH]c2-c2cc3ccccc3o2)CC1
- Energy relative to the best compared isomer or geometry (same formula, charge and spin): 66.6 kcal/mol

This record from OMol25 describes a 9-piece molecular cluster, C30H56N2O21 overall in a non-equilibrium geometry. The level of theory is ωB97M-V/def2-TZVPD.

```
109
Properties=species:S:1:pos:R:3:forces:R:3
C -1.002872 2.422527 -2.490677 -1.22 -1.17 -1.03
C -1.869663 2.979401 -3.647845 -1.28 -1.53 2.65
C -3.349912 2.653168 -3.506106 -1.47 1.52 -3.36
O -4.005244 4.010795 -3.675405 -4.16 -5.88 0.13
C -3.153283 4.882043 -3.646315 3.37 3.99 1.06
O -3.337410 6.053148 -3.623194 -0.19 1.55 -0.38
O -1.933123 4.368430 -3.480785 2.91 0.55 -0.61
H -0.142785 2.972744 -2.729083 1.76 0.80 1.10
H -0.745852 1.365655 -2.584891 -0.09 -0.08 -0.67
H -1.452744 2.403046 -1.489403 0.20 1.00 -0.37
H -1.474894 2.613448 -4.596641 0.05 0.59 -0.20
H -3.793369 2.213910 -2.660850 0.06 -0.62 1.29
H -3.726424 2.228392 -4.438275 0.07 -0.89 0.43
C 1.124250 1.197699 3.091318 1.08 2.30 0.41
O 1.048810 1.492147 1.685611 -0.01 1.04 -2.07
C 1.943930 2.329572 1.100344 4.22 2.94 4.30
O 2.827244 3.018317 1.812248 -4.44 -3.48 -3.82
O 1.814486 2.427791 -0.235968 -0.65 -0.86 1.36
C 2.859898 3.027383 -0.996558 1.33 1.34 -0.38
H 0.209364 0.824385 3.476106 -1.07 -0.29 -0.35
H 1.405501 2.090668 3.706598 -0.17 -0.63 -0.82
H 1.862517 0.465278 3.163644 1.20 -1.24 0.50
H 2.429686 3.292016 -1.990544 0.11 -0.20 0.88
H 3.709298 2.339613 -1.158509 -0.59 -0.06 0.30
H 3.313029 3.953037 -0.519255 -0.95 -1.09 -0.33
C -2.829226 0.719988 1.921805 2.55 1.83 1.38
O -3.397595 -0.411449 1.454836 -2.43 -3.45 -3.47
C -3.509618 -0.651117 0.146415 5.02 3.59 -5.82
O -2.871241 0.126644 -0.910157 -3.89 -3.42 6.58
O -4.006328 -1.819248 -0.157814 -0.54 0.06 0.67
C -3.992384 -2.269546 -1.531442 1.11 1.18 -1.16
H -2.990508 0.614837 2.996547 0.33 0.57 -0.04
H -3.284314 1.626333 1.560379 -0.24 0.30 -0.24
H -1.725708 0.732086 1.689678 -1.00 0.16 0.26
H -3.265822 -3.029662 -1.700657 0.77 -0.78 0.75
H -3.620165 -1.477189 -2.204389 -0.69 -0.02 0.57
H -4.915249 -2.691063 -1.868651 -0.95 0.24 0.47
C -1.661738 -5.629720 6.630385 1.78 -0.17 -0.40
O -1.982244 -4.473995 5.847507 -0.52 -0.54 -1.78
C -1.494707 -3.349928 6.205775 1.64 2.40 7.78
O -1.004143 -3.258794 7.514514 -1.95 0.55 -7.54
O -1.736561 -2.329274 5.343375 -0.33 -4.54 0.03
C -1.261936 -1.062452 5.666185 -2.23 0.63 -1.72
H -0.607723 -5.524491 6.982678 -0.90 -0.12 -0.14
H -1.695806 -6.456302 5.901882 -0.39 0.23 0.62
H -2.307821 -5.707916 7.490948 -0.30 -0.12 0.01
H -0.256715 -1.206969 5.815009 2.45 0.87 0.72
H -1.896565 -0.776422 6.449254 0.02 1.12 1.71
H -1.564454 -0.447764 4.785839 0.83 -0.28 0.61
C 3.891236 -0.693387 -2.521621 -1.22 -1.53 -2.50
O 4.258622 -1.631879 -1.530670 0.47 -1.30 2.24
C 4.411405 -1.232341 -0.285678 -1.16 7.76 2.99
O 4.220077 0.097664 0.042363 1.16 -7.24 -1.67
O 4.709231 -2.141580 0.681364 -0.37 -0.95 -5.13
C 5.046466 -1.735950 1.927934 -1.41 1.19 2.83
H 3.332648 -1.371214 -3.287881 1.53 1.14 0.93
H 4.789363 -0.209746 -2.922254 -0.37 -0.06 0.08
H 3.099378 -0.008014 -2.285757 0.09 0.53 1.00
H 4.328018 -1.007860 2.244491 -0.34 0.73 0.32
H 5.995320 -1.328496 2.097334 1.70 0.73 -0.67
H 4.967146 -2.508653 2.678633 -0.22 -0.93 -0.46
C -0.869288 -3.785733 -4.103654 -1.29 0.96 -1.53
O -0.954951 -3.582567 -2.712324 1.98 3.64 2.64
C -0.032951 -2.550603 -2.262314 6.08 0.27 0.16
O 1.285980 -2.523242 -2.612459 -8.32 -0.11 1.52
O -0.527269 -1.656484 -1.289834 -0.61 -3.10 -2.86
C 0.243625 -0.581612 -0.755374 3.15 -2.10 -0.11
H -0.026429 -4.371083 -4.400820 0.57 -0.34 -0.06
H -0.847849 -2.791465 -4.607548 0.18 -0.74 0.12
H -1.825204 -4.261540 -4.430747 0.81 0.15 0.47
H 0.918140 -0.921043 0.064794 -0.70 0.06 -0.44
H -0.336155 0.205795 -0.476148 -2.48 1.51 1.20
H 0.879893 -0.107821 -1.466149 0.73 -0.20 -1.06
C 2.660144 -3.950511 4.766103 -0.66 -0.60 -0.99
O 1.341108 -4.249462 4.172005 -1.50 0.41 -0.48
C 0.743618 -3.349668 3.387463 2.88 7.02 -1.54
O 1.277538 -2.030422 3.168924 -2.95 -7.68 1.53
O -0.369484 -3.755129 2.754110 1.27 0.62 0.92
C -1.094479 -2.783272 1.936960 -2.05 -0.13 1.89
H 2.642187 -2.984474 5.195818 -0.05 1.08 0.25
H 3.294125 -3.976374 3.878925 0.56 -0.07 0.61
H 2.892592 -4.681614 5.573402 -0.46 0.20 -1.08
H -2.129816 -2.584158 2.320036 1.00 -0.54 0.67
H -1.343090 -3.196997 1.017654 0.43 -1.15 -1.82
H -0.689543 -1.821964 1.827930 1.43 0.88 0.07
C -0.885492 5.223777 -0.092843 0.47 1.77 1.96
C -1.154957 4.100075 0.907369 1.55 -0.64 -1.75
C -1.720059 4.703557 2.164164 -1.13 -1.07 0.69
C -1.723745 3.747660 3.270372 1.01 -0.75 1.05
N -1.656524 2.951266 4.106290 -0.29 0.59 -0.71
H -0.249364 6.050435 0.382653 -0.47 -1.25 -0.65
H -1.795629 5.758839 -0.331138 -0.44 -0.10 -0.32
H -0.428758 4.882176 -0.978770 0.54 -0.34 -1.04
H -0.194604 3.574116 1.146343 -0.77 0.64 -0.07
H -1.701554 3.321686 0.301932 -0.28 0.66 1.41
H -2.775622 4.905889 2.121000 -0.64 0.60 -0.73
H -1.236349 5.638266 2.420747 0.32 -0.03 0.19
C 1.892372 1.973171 -5.064986 -0.45 -1.25 0.56
C 1.912051 0.868632 -6.167029 1.19 1.48 -0.95
C 0.927240 -0.267476 -5.944123 -1.06 -1.21 0.96
C 1.272552 -1.498078 -6.661280 0.62 -1.85 -1.12
N 1.495838 -2.487905 -7.235740 -0.38 1.82 1.06
H 2.601382 1.559883 -4.331571 -0.63 0.53 0.48
H 0.874744 2.126931 -4.651655 0.54 -0.53 0.06
H 2.198434 2.989210 -5.268470 0.47 -0.01 -0.86
H 2.957853 0.467201 -6.227523 -0.94 0.03 0.33
H 1.833747 1.339788 -7.166085 -0.57 -0.41 0.34
H -0.149919 -0.154858 -6.216754 0.76 0.86 -0.01
H 0.843140 -0.582543 -4.863382 0.47 0.47 -0.76
```
Forces are in eV/Å.

Properties
- Molar mass: 780.77 g mol⁻¹
- Lowest unoccupied orbital energy: 0.031 eV
- HOMO-LUMO gap: 10.1 eV
- Energy: -77984.736 eV
- Highest occupied orbital energy: -10.108 eV
- Charge: 0
- SMILES: C[C@H]1COC(=O)O1.COC(=O)OC.COC(=O)OC.COC(=O)OC.COC(=O)OC.COC(=O)OC.COC(=O)OC.CCCC#N.CCCC#N
- Energy relative to the best compared isomer or geometry (same formula, charge and spin): 37.0 kcal/mol

This record from OMol25 describes C6H6O3 as an isolated structure in a non-equilibrium geometry. The level of theory is ωB97M-V/def2-TZVPD.

```
15
Properties=species:S:1:pos:R:3:forces:R:3
C 1.832534 0.082382 -0.055837 2.56 -0.07 2.12
C 0.849025 0.216125 1.177669 -0.29 -0.20 -1.33
C -0.274019 -0.993477 -0.369809 -0.36 -0.26 1.68
C -1.634743 -0.368394 -0.238277 -2.98 -0.63 0.02
C -0.036851 1.126966 0.245836 1.29 0.93 -0.63
C 0.589163 0.213765 -0.850291 -1.31 -0.60 -2.56
H 1.120245 0.389651 2.178477 0.42 0.38 1.12
H -0.239239 -2.047122 -0.751097 0.27 1.27 0.00
H -2.223010 -0.259756 -1.180019 0.65 0.04 0.19
H -2.367435 -0.904521 0.460103 1.42 0.29 -0.79
H 0.180863 2.198389 0.026724 0.03 -0.77 0.82
H 0.453686 0.458060 -1.927613 0.48 -0.24 0.74
O 3.052840 -0.028940 -0.132814 -3.04 0.34 -0.51
O 0.102750 -0.999829 1.082628 0.71 -0.34 -0.66
O -1.405816 0.916695 0.334327 0.15 -0.14 -0.22
```
Forces are in eV/Å.

Properties
- Molar mass: 126.11 g mol⁻¹
- Lowest unoccupied orbital energy: 0.695 eV
- HOMO-LUMO gap: 9.9 eV
- Energy: -12458.713 eV
- Highest occupied orbital energy: -9.165 eV
- Charge: 0
- Energy relative to the best compared isomer or geometry (same formula, charge and spin): 55.1 kcal/mol

This record from OMol25 describes the molecule C13H18ClN3O2S. The level of theory is ωB97M-V/def2-TZVPD.

```
38
Properties=species:S:1:pos:R:3:forces:R:3
C 5.539954 1.762167 -0.913239 -0.23 -0.31 0.34
S 5.000987 0.867565 0.569992 -0.19 0.00 -0.10
C 3.394241 0.249417 -0.049942 0.51 0.23 0.10
C 2.477727 -0.060767 1.125404 -0.16 0.08 -0.19
C 1.146551 -0.702413 0.725178 0.03 0.16 0.25
N 1.364887 -2.030836 0.182398 0.28 0.15 -0.03
C 0.445164 -3.023745 0.293255 0.28 -0.09 -0.22
N 0.825404 -4.222062 -0.243183 0.02 -0.30 -0.12
O -0.652472 -2.855682 0.796276 -0.39 -0.04 0.30
C 0.316119 0.174368 -0.240665 0.10 -0.40 0.33
O 0.726033 1.203589 -0.742210 0.14 0.43 -0.08
N -0.903038 -0.334388 -0.460269 -0.49 -0.22 -0.11
C -1.879116 0.323523 -1.304400 0.06 0.10 -0.11
C -3.019267 0.861643 -0.480653 0.01 -0.14 -0.11
C -3.074085 2.206341 -0.138749 -0.07 -0.04 0.00
C -4.104183 2.704172 0.639345 0.00 0.06 0.02
C -5.099772 1.855221 1.091613 0.01 0.00 0.00
C -5.060503 0.509719 0.771526 0.00 -0.09 -0.01
C -4.022527 0.021206 -0.005163 -0.06 0.37 0.05
Cl -3.984420 -1.670028 -0.379039 -0.01 -0.21 -0.02
H 6.508538 2.194789 -0.686468 0.09 0.06 -0.05
H 4.822886 2.546266 -1.139610 0.03 0.08 -0.10
H 5.627340 1.069645 -1.746029 0.07 0.06 -0.12
H 3.601220 -0.634365 -0.657591 -0.08 0.00 -0.09
H 2.955846 1.026859 -0.672089 0.00 -0.15 0.01
H 2.263544 0.872558 1.647486 0.02 -0.03 0.02
H 2.991492 -0.727710 1.822437 -0.10 0.00 0.07
H 0.533885 -0.836088 1.627104 0.12 0.03 -0.16
H 2.198006 -2.177182 -0.362027 -0.06 -0.04 -0.02
H 1.793615 -4.427045 -0.415621 -0.02 0.00 0.06
H 0.221196 -5.002544 -0.049787 0.01 0.08 0.00
H -1.183481 -1.182649 0.026571 0.16 0.04 0.00
H -1.361035 1.140258 -1.812190 -0.14 -0.13 0.01
H -2.253546 -0.392193 -2.043120 0.08 0.16 0.02
H -2.292314 2.863479 -0.489060 0.10 0.06 -0.06
H -4.129460 3.753023 0.892696 0.00 0.09 0.02
H -5.907839 2.236514 1.697185 -0.07 0.02 0.05
H -5.827588 -0.162615 1.122653 -0.06 -0.08 0.02
```
Forces are in eV/Å.

Properties
- Molar mass: 315.83 g mol⁻¹
- Lowest unoccupied orbital energy: 0.555 eV
- HOMO-LUMO gap: 9.0 eV
- Energy: -45698.065 eV
- Highest occupied orbital energy: -8.467 eV
- Charge: 0
- SMILES: CSCC[C@H](NC(N)=O)C(=O)NCc1ccccc1Cl
- Energy relative to the best compared isomer or geometry (same formula, charge and spin): 5.4 kcal/mol